{
  "formula": "C6H9N3",
  "method": "ωB97M-V/def2-TZVPD",
  "symbols": ["H", "N", "C", "N", "C", "C", "C", "C", "C", "N", "H", "H", "H", "H", "H", "H", "H", "H"],
  "xyz": [[-2.2891, -1.6641, 1.5566], [-2.7102, -0.6435, 1.6395], [-2.0173, 0.2367, 1.0142], [-0.8515, -0.0086, 0.3144], [0.0396, -1.1905, 0.3379], [0.8887, -1.3288, -0.8430], [1.1336, -0.2366, -1.5927], [0.7124, 1.0650, -1.0966], [1.0364, 1.5657, 0.2835], [-0.3202, 1.1672, -0.1064], [-2.2709, 1.3763, 0.8212], [0.7325, -1.3588, 1.1860], [-0.6529, -2.0740, 0.4812], [1.4935, -2.3597, -0.9295], [1.6211, -0.2583, -2.5867], [0.6979, 1.9751, -1.7729], [1.0961, 2.6916, 0.3472], [1.6605, 1.0452, 0.9461]],
  "forces_ev_per_a": [[-0.8, 2.8, 0.3], [0.8, -1.2, -0.5], [-0.5, -0.5, -0.2], [0.9, -1.0, 0.4], [-1.9, -1.5, 1.8], [1.8, -1.1, -1.5], [0.4, -1.4, -0.4], [0.0, 2.8, -1.2], [-0.7, 2.2, -0.8], [0.9, 1.5, -0.5], [0.1, -2.5, 0.9], [-0.5, 0.9, 0.5], [0.7, 0.7, -0.6], [-1.8, 2.4, -0.3], [0.1, -0.1, 1.0], [-0.1, -1.7, 0.1], [0.1, -1.4, 0.2], [0.5, -1.0, 0.8]],
  "mulliken_charge": [0.233, -0.713, 0.259, 0.306, -0.509, -0.206, -0.634, 0.096, -0.588, -0.566, 0.319, 0.264, 0.260, 0.249, 0.346, 0.362, 0.231, 0.290],
  "charge": 0,
  "homo_lumo_gap_ev": 9.35,
  "smiles": "[H]/N=C\\N1CC=C[C@@H]2CN21",
  "spin_multiplicity": 1
}

***

{
  "formula": "C6H9N3",
  "method": "ωB97M-V/def2-TZVPD",
  "symbols": ["C", "C", "C", "C", "C", "C", "H", "H", "H", "H", "H", "H", "H", "H", "H", "N", "N", "N"],
  "xyz": [[-1.5804, 1.5943, -0.2270], [-1.9641, -0.8235, 0.3451], [0.3911, 0.2647, -0.1921], [1.4617, 1.0794, 0.3068], [2.6576, 0.1924, 0.1724], [2.2397, -1.0905, -0.1647], [-2.6976, 1.5824, -0.6513], [-0.9135, 2.5772, -0.8171], [-1.3171, 1.8876, 1.0716], [-2.9399, -0.5965, 0.7954], [-1.7852, -2.8678, 0.4174], [1.1675, 2.2066, 0.3928], [3.6730, 0.5177, 0.1405], [2.7897, -1.9558, 0.0114], [0.2239, -1.7921, -0.7949], [-1.0187, 0.3157, -0.4002], [-1.2819, -2.0296, 0.0280], [0.8944, -1.0621, -0.4341]],
  "forces_ev_per_a": [[0.6, 4.2, 1.5], [7.5, -3.7, -4.6], [1.4, -3.4, 0.5], [-2.1, -0.4, -2.2], [-2.1, 0.9, 0.1], [-1.2, 2.8, 0.1], [2.4, 0.5, 1.5], [-2.1, -3.4, 1.5], [-1.6, -0.2, -3.7], [0.5, 0.0, -0.2], [0.2, 1.1, -0.3], [1.6, -2.2, 0.1], [0.4, 0.1, 0.7], [0.8, -1.4, -0.5], [1.5, 1.1, 1.0], [-1.8, -1.5, 1.6], [-6.1, 3.8, 2.8], [0.1, 1.8, -0.2]],
  "mulliken_charge": [-0.871, -0.142, 0.210, -0.207, -0.567, -0.647, 0.305, 0.248, 0.281, 0.362, 0.200, 0.232, 0.400, 0.441, 0.337, -0.022, -0.486, -0.075],
  "charge": 0,
  "homo_lumo_gap_ev": 7.56,
  "spin_multiplicity": 1
}

***

{
  "formula": "C6H9N3O2",
  "method": "ωB97M-V/def2-TZVPD",
  "symbols": ["C", "C", "C", "C", "C", "C", "N", "N", "N", "O", "O", "H", "H", "H", "H", "H", "H", "H", "H", "H"],
  "xyz": [[1.9993, -0.4748, -0.1256], [-1.7372, -0.7956, -0.9617], [-0.0104, 1.5233, 0.7939], [-0.3022, 1.0813, -0.6877], [0.5858, -1.0605, -0.0513], [0.8146, 0.5834, 1.5312], [2.0770, 0.3459, 0.9767], [-0.3975, -0.3951, -0.7997], [-2.0496, -2.1148, -0.9047], [2.7267, -0.4455, -1.1059], [-2.4757, 0.0244, -1.3587], [0.6106, 2.4524, 0.7862], [-0.9634, 1.6935, 1.3932], [-1.0945, 1.5694, -1.3160], [0.6570, 1.2554, -1.1336], [0.3321, -1.9215, 0.4239], [0.9449, 0.6876, 2.6250], [2.8361, 1.0117, 1.0379], [-1.5806, -2.8074, -0.3684], [-2.9731, -2.2133, -0.7546]],
  "forces_ev_per_a": [[0.0, 1.7, -0.8], [3.1, -1.4, -0.2], [-2.3, 1.1, 0.5], [1.4, 0.1, -0.4], [-0.9, 4.7, 0.7], [0.4, -2.5, 0.0], [1.7, -0.9, -1.3], [0.7, -0.2, 1.3], [2.5, -0.3, 0.0], [-0.4, -0.7, 0.9], [-3.4, 1.8, -0.7], [-0.9, -0.1, -0.4], [1.1, 0.1, -0.8], [0.9, -0.4, 1.2], [0.4, 0.5, -0.8], [-0.4, -2.6, 1.0], [-1.0, -0.3, -0.5], [0.2, 0.0, 0.0], [1.0, 0.0, 0.3], [-4.0, -0.4, 0.1]],
  "mulliken_charge": [0.328, 0.555, -0.289, -1.011, -0.340, -0.587, -0.099, 0.084, -0.440, -0.600, -0.565, 0.291, 0.305, 0.422, 0.411, 0.457, 0.346, 0.236, 0.229, 0.267],
  "charge": 0,
  "homo_lumo_gap_ev": [8.11, 8.12],
  "spin_multiplicity": 1
}

***

The electronic energy results, record by record, are as follows: -10833.99800, -10832.63677, -14930.56070 eV.
The energy above the lowest of the compared OMol25 structures with the same formula, charge and spin results, record by record, are as follows: 350.1, 481.5, 350.2 kJ/mol.